Record 1
The following is a quantum chemistry calculation of the molecule C8H7NOS2, from the Open Molecules 2025 dataset.

For the strongest force on any atom, the calculation gives 0.182 hartree/bohr. The value obtained for the energy above the lowest of the compared OMol25 structures with the same formula, charge and spin is 249.7 kJ/mol. As for the SMILES: C[C@@H]1SC(c2cccs2)=NC1=O. As for the LUMO energy: -0.204 eV. The spin multiplicity is 1.

Atoms and positions in Å:
C1 2.974 1.259 1.084
C2 2.002 1.470 -0.050
C3 -0.195 0.046 -0.357
C4 2.029 0.290 -1.009
C5 -1.473 -0.432 -0.331
C6 -1.849 -1.479 0.374
C7 -3.295 -1.783 0.233
C8 -3.891 -0.865 -0.662
H1 3.980 1.160 0.616
H2 2.823 0.419 1.431
H3 2.959 2.114 1.744
H4 2.329 2.195 -0.614
H5 -1.250 -2.361 0.961
H6 -3.600 -2.623 0.856
H7 -4.852 -0.852 -0.917
N1 0.795 -0.418 -1.188
O1 2.981 0.013 -1.626
S1 0.279 1.524 0.604
S2 -2.744 0.323 -1.149



Record 2
The following is a quantum chemistry calculation of the ion C8H7O3 with charge -1, from the Open Molecules 2025 dataset.

For the strongest force on any atom, the calculation gives 0.083 hartree/bohr. The value obtained for the energy above the lowest of the compared OMol25 structures with the same formula, charge and spin is 38.1 kJ/mol. As for the SMILES: O=C([O-])[C@@]12C(=O)[C@H]3C[C@@H]1[C@@H]2C3. As for the LUMO energy: 3.571 eV. The spin multiplicity is 1. The charge is -1.

Atoms and positions in Å:
C1 0.451 -1.259 0.294
C2 2.172 0.190 -1.496
C3 -1.505 -0.308 -0.372
C4 -0.398 0.404 1.549
C5 -0.889 -0.803 0.895
C6 -0.390 0.634 -0.827
C7 0.263 1.114 0.417
C8 0.863 -0.029 -0.448
O1 3.157 -0.496 -1.264
O2 0.868 -2.366 0.386
O3 1.953 1.028 -2.353
H1 -1.807 -1.099 -1.105
H2 -2.583 0.060 -0.270
H3 -1.198 1.163 1.833
H4 0.115 0.057 2.440
H5 -1.478 -1.410 1.539
H6 -0.431 1.083 -1.712
H7 0.838 2.038 0.491



Q: Which gap between HOMO and LUMO values were calculated for the entries above? A: 0.33712 0.28814, in hartree.